[1]
DFT (ωB97M-V/def2-TZVPD) results for a structure of composition C4H7FeO3 in a non-equilibrium geometry.

```
15
Properties=species:S:1:pos:R:3:forces:R:3:lowdin_spin:R:1
H 0.55351 3.34473 -0.74582 -0.236 -0.698 0.070 0.034
O 1.97630 0.69909 -0.11336 0.078 -0.222 0.237 0.059
C 2.14375 -0.44507 0.23134 -0.375 0.022 -0.436 -0.031
C 0.88234 -1.29930 0.38330 0.818 -0.798 -1.119 -0.015
O 0.05662 -1.06664 -0.51679 0.573 0.292 0.472 -0.001
C -1.37258 -1.37169 -0.48386 -0.601 -0.691 -0.446 0.004
C -1.93758 -0.34998 0.50797 -0.035 0.130 1.067 0.020
O -1.28412 0.85184 0.47981 -0.112 -0.124 -0.392 0.129
Fe 0.05458 1.78782 -0.38118 0.270 1.353 -0.082 3.797
H 3.12813 -0.93413 0.29170 -0.145 0.153 0.322 0.000
H 0.84137 -2.20289 1.00846 -0.443 0.445 0.309 -0.001
H -1.49645 -2.41587 -0.17696 -0.092 0.222 -0.018 0.000
H -1.71626 -1.21581 -1.51069 0.296 -0.014 0.205 0.000
H -1.79773 -0.77888 1.52028 -0.312 -0.084 -0.210 0.002
H -3.02149 -0.28012 0.30238 0.315 0.015 0.021 0.002
```
Positions in Å, forces in eV/Å.

Results
Max |F| (Eh/bohr): 0.031
<S²>: 6.06
Multiplicity: 5
Lowest unoccupied orbital energy (spin up / spin down) (eV): -7.5639 / -7.6907
Total charge: +1
HOMO energy (spin up / spin down) (eV): -12.7 / -13.0


[2]
DFT (ωB97M-V/def2-TZVPD) results for a structure of composition C4H7GaO3 in a non-equilibrium geometry.

```
15
Properties=species:S:1:pos:R:3:forces:R:3:lowdin_charge:R:1
H 0.53979 3.60689 -0.65635 -0.214 -0.993 -0.295 0.047
O 2.18332 1.06326 -0.44708 -0.335 0.698 0.099 0.085
C 2.26403 -0.00526 0.11541 -0.628 -0.621 -0.807 0.013
C 0.94872 -0.69944 0.47820 -0.071 -1.499 -1.171 0.071
O 0.27419 -0.98660 -0.57308 1.445 0.735 0.116 0.025
C -1.17334 -1.06062 -0.56660 -0.813 -0.951 -0.275 -0.018
C -1.61677 0.01514 0.42161 -0.851 -1.080 0.919 -0.179
O -0.57371 0.92231 0.59982 1.249 0.540 0.057 -0.184
Ga 0.30687 2.04404 -0.50371 0.505 1.552 0.694 1.076
H 3.19526 -0.59145 0.16172 0.080 0.302 0.371 0.198
H 0.94305 -1.36913 1.35138 -0.823 0.755 0.484 0.205
H -1.45692 -2.07614 -0.27027 -0.219 0.269 -0.076 0.169
H -1.49167 -0.84770 -1.59317 0.384 -0.264 0.136 0.162
H -1.77562 -0.47107 1.40102 -0.153 0.477 -0.300 0.162
H -2.56719 0.45578 0.08110 0.442 0.080 0.048 0.170
```
Positions in Å, forces in eV/Å.

Results
Max |F| (Eh/bohr): 0.037
Lowest unoccupied orbital energy (eV): -11.4248
Total charge: +2
HOMO energy (eV): -20.6


[3]
DFT (ωB97M-V/def2-TZVPD) results for a structure of composition C4H7I2N2 in a non-equilibrium geometry.

```
15
Properties=species:S:1:pos:R:3:forces:R:3:lowdin_charge:R:1
I -0.02336 0.96873 -2.47946 0.629 1.738 -4.637 1.119
I 2.64551 -0.34109 -0.51138 0.821 -0.241 -0.484 0.930
C 2.01151 0.39896 -2.38860 0.991 0.022 -1.005 -1.077
H 2.19258 -0.38087 -3.15314 -0.293 0.418 0.618 -0.009
H 2.63412 1.27649 -2.64889 -0.561 -0.480 0.337 -0.010
C -1.74473 -0.55363 0.32580 -0.088 -0.064 0.510 -0.039
C -1.85974 -0.68295 1.68445 -0.484 -0.220 -0.383 -0.031
C 0.07938 0.31806 1.25352 -0.898 -0.168 -0.005 -0.176
N -0.54088 0.06580 0.09686 0.071 -0.637 3.160 -0.075
N -0.72081 -0.13654 2.22268 0.491 0.251 1.173 0.096
H -2.41583 -0.84994 -0.48037 0.328 0.125 0.380 0.139
H -2.65103 -1.11437 2.29751 0.411 0.208 -0.292 0.141
H 1.04849 0.80032 1.38143 -0.666 -0.198 0.026 0.078
H -0.15547 0.30907 -0.83350 -0.458 -0.690 1.694 -0.284
H -0.49973 -0.07803 3.23312 -0.295 -0.064 -1.094 0.199
```
Positions in Å, forces in eV/Å.

Results
Max |F| (Eh/bohr): 0.097
Lowest unoccupied orbital energy (eV): -3.7847
Total charge: +1
HOMO energy (eV): -13.2


[4]
DFT (ωB97M-V/def2-TZVPD) results for a structure of composition C4H7I2NO2 in a non-equilibrium geometry.

```
16
Properties=species:S:1:pos:R:3:forces:R:3:lowdin_charge:R:1
C -1.47332 0.80769 -0.07584 1.621 -1.970 2.664 -0.495
C 0.99132 -0.68451 -1.35260 0.345 -1.284 0.084 -0.201
C -1.13116 -0.10888 0.89942 -2.543 1.506 -2.003 -0.185
C 2.13144 -0.90150 -0.71471 0.301 -0.943 -0.366 -1.326
N -0.08955 0.09113 1.82906 2.064 -1.046 -0.996 0.002
O -0.66247 1.87064 -0.25833 -0.334 1.059 -0.435 0.047
O -2.44114 0.57987 -0.96554 -0.212 -0.863 -0.172 0.098
I 2.91421 -2.85996 -0.79276 0.189 0.249 0.087 0.741
I 3.25649 0.52834 0.37604 -0.350 -0.374 -0.460 0.804
H 0.55314 0.23225 -1.14321 -0.808 1.693 -0.353 -0.003
H -2.73716 1.33049 -1.46784 0.176 0.821 -0.040 0.112
H 0.42224 -1.43570 -1.95239 0.787 0.647 0.719 0.090
H -1.89213 -0.85020 1.09998 0.156 -0.318 -0.036 0.107
H -0.29350 -0.61046 2.54698 0.771 0.489 -0.048 0.079
H -0.41257 2.18546 0.62871 0.169 -0.199 -0.210 0.121
H 0.86415 -0.17466 1.34300 -2.333 0.533 1.565 0.007
```
Positions in Å, forces in eV/Å.

Results
Max |F| (Eh/bohr): 0.072
Lowest unoccupied orbital energy (eV): -0.1333
Total charge: 0
HOMO energy (eV): -7.7


[5]
DFT (ωB97M-V/def2-TZVPD) results for an isolated molecule of C4H7I2OP in a non-equilibrium geometry.

```
15
Properties=species:S:1:pos:R:3:forces:R:3:lowdin_charge:R:1
O -2.58893 -0.00235 2.01852 0.621 -0.090 4.172 -0.460
P -2.87405 0.02323 0.63648 1.812 0.839 -5.976 -0.163
I -3.98430 -1.99992 -0.17011 0.202 0.360 0.031 0.438
I -4.19367 1.92674 -0.15483 -0.021 -0.241 0.162 0.413
C -1.08095 0.28033 -0.54870 -2.101 0.680 -0.331 -0.350
C -0.23008 -0.94496 -0.33997 0.830 -2.558 1.762 -0.246
C 0.71462 -0.16285 0.59174 -2.263 1.158 1.826 -0.166
C -0.04165 1.17717 0.12952 0.228 -2.416 2.417 -0.163
H -1.30904 0.71699 -1.55721 -0.541 -1.169 0.741 0.105
H 0.34187 -1.40328 -1.15175 -0.398 0.541 -0.458 0.108
H -0.58529 -1.86882 0.22460 -0.522 1.172 -0.886 0.108
H 0.60365 -0.23971 1.71413 -0.161 -0.616 -1.277 0.121
H 1.71985 -0.31289 0.36622 1.814 0.318 -0.457 0.068
H -0.41168 1.75189 0.98001 0.335 0.418 -0.360 0.102
H 0.69610 1.59899 -0.48028 0.166 1.606 -1.368 0.085
```
Positions in Å, forces in eV/Å.

Results
Max |F| (Eh/bohr): 0.123
Lowest unoccupied orbital energy (eV): -1.0396
Total charge: 0
HOMO energy (eV): -9.7
SMILES string: O=P(I)(I)C1CCC1


[6]
DFT (ωB97M-V/def2-TZVPD) results for an isolated molecule of C4H7IN2 in a non-equilibrium geometry.

```
14
Properties=species:S:1:pos:R:3:forces:R:3:lowdin_charge:R:1
C 0.67944 -2.34665 -0.34738 -0.180 -1.337 0.285 0.033
C -0.22530 -1.52146 0.03472 -0.972 2.944 -0.755 -0.218
C -0.28200 -0.14165 -0.50402 -1.606 1.073 -0.219 -0.558
I -1.39685 0.21369 -2.53911 0.457 -0.511 1.135 0.598
C -0.97169 0.82507 0.43976 2.662 0.705 -0.627 -0.283
N -0.49748 1.89879 0.94242 -1.369 0.049 -0.422 -0.087
N 0.68508 2.45227 0.56853 1.247 -0.646 0.874 -0.017
H 0.66421 -3.26560 0.10300 0.269 -2.337 1.210 0.043
H 1.30109 -2.30265 -1.15959 1.531 0.844 -1.867 0.055
H -0.89053 -1.69146 0.83224 -0.727 -0.584 0.831 0.098
H 0.66078 0.18574 -0.87013 0.695 0.351 -0.061 0.033
H -1.95503 0.69313 0.73192 -1.873 -0.992 0.459 0.078
H 1.46063 1.70913 0.56727 -1.012 2.070 0.160 0.119
H 0.76766 3.29164 1.20038 0.878 -1.628 -1.004 0.106
```
Positions in Å, forces in eV/Å.

Results
Max |F| (Eh/bohr): 0.062
Lowest unoccupied orbital energy (eV): -0.5049
Total charge: 0
HOMO energy (eV): -9.0
SMILES string: C=C[C@@H](I)/C=N\N


[7]
DFT (ωB97M-V/def2-TZVPD) results for an isolated molecule of C4H7IO in a non-equilibrium geometry.

```
13
Properties=species:S:1:pos:R:3:forces:R:3:lowdin_charge:R:1
C -1.05575 0.69681 -1.49980 0.684 -0.758 2.027 -0.044
C -0.22761 -0.28829 -0.58095 3.320 1.146 0.878 -0.262
O -0.84653 -1.06975 0.45938 0.508 0.415 0.024 -0.127
C 0.20801 -0.92057 1.45221 2.020 -1.539 -1.034 -0.269
C 0.86637 0.28858 0.81563 -2.683 0.495 -3.196 -0.696
I 2.96957 0.53795 0.77032 -0.614 -0.171 -0.091 0.756
H -0.32551 1.34543 -1.99109 -0.043 -0.637 -0.638 0.076
H -1.62258 1.42842 -0.93319 -0.393 -0.221 0.469 0.062
H -1.75637 0.12162 -2.12266 0.543 0.336 -0.154 0.080
H 0.55515 -0.79706 -1.22809 -1.353 -0.255 0.681 0.126
H 0.98686 -1.84146 1.45518 -1.877 1.838 -0.178 0.145
H -0.10401 -0.76029 2.46873 -0.715 -0.199 0.340 0.097
H 0.35240 1.25861 0.93433 0.604 -0.451 0.874 0.055
```
Positions in Å, forces in eV/Å.

Results
Max |F| (Eh/bohr): 0.082
Lowest unoccupied orbital energy (eV): 0.5200
Total charge: 0
HOMO energy (eV): -8.9
SMILES string: C[C@@H]1OC[C@H]1I


[8]
DFT (ωB97M-V/def2-TZVPD) results for an isolated molecule of C4H7IO4 in a non-equilibrium geometry.

```
16
Properties=species:S:1:pos:R:3:forces:R:3:lowdin_charge:R:1
C -2.48503 -0.13063 0.85557 -0.157 -0.020 0.335 -0.126
O -1.26574 -0.69401 0.42349 -0.254 -0.029 0.023 -0.188
C -0.55371 0.02193 -0.52877 0.071 -0.208 -0.384 -0.243
C 0.78770 0.46021 -0.00477 -0.708 -0.193 1.097 -0.887
O 1.38660 1.27315 -0.88669 0.543 0.439 -0.789 -0.006
I 0.44309 1.59816 1.85101 0.088 -0.110 0.076 0.942
O 1.57262 -0.65011 0.39713 0.530 0.615 0.561 -0.047
C 2.40298 -1.17326 -0.54040 0.855 -0.011 2.298 -0.344
O 2.13365 -1.36063 -1.64898 -1.002 -0.398 -3.477 0.154
H -3.29121 -0.83270 0.72006 -0.258 -0.432 -0.251 0.083
H -2.44034 0.08588 1.91227 0.152 0.140 0.417 0.060
H -2.74901 0.78562 0.34443 0.106 0.277 -0.287 0.085
H -0.35263 -0.63171 -1.36766 0.184 -0.233 -0.381 0.138
H -1.05748 0.89597 -0.92215 -0.321 0.281 0.125 0.130
H 2.08439 1.78254 -0.45615 0.017 -0.025 -0.047 0.103
H 3.38413 -1.43042 -0.14839 0.153 -0.094 0.685 0.148
```
Positions in Å, forces in eV/Å.

Results
Max |F| (Eh/bohr): 0.071
Lowest unoccupied orbital energy (eV): 0.2060
Total charge: 0
HOMO energy (eV): -9.7
SMILES string: COC[C@@](O)(I)OC=O


[9]
DFT (ωB97M-V/def2-TZVPD) results for a structure of composition C4H7LiO2Sn in a non-equilibrium geometry.

```
15
Properties=species:S:1:pos:R:3:forces:R:3:lowdin_spin:R:1
H -0.18081 -1.07959 2.57120 -0.028 0.040 0.664 0.725
C 0.28972 -0.67966 -0.97227 -7.602 -1.874 -0.517 0.020
C -0.44658 -1.09393 0.26325 -1.000 -3.684 -1.591 0.110
C -1.21598 0.14057 0.02911 2.517 -0.142 -1.774 0.006
C -0.70357 1.50628 0.34184 -2.503 0.206 -0.175 0.004
O 0.54814 1.44478 0.88608 -1.014 1.261 1.912 0.013
O 1.52964 -0.37904 -0.97854 4.460 0.970 -0.712 0.004
Li 3.28583 -0.53606 -1.68273 -0.431 -0.331 -0.232 0.001
Sn 2.20998 0.94487 0.34713 3.215 0.556 0.672 0.016
H -0.15723 -0.93213 -1.94401 0.291 -0.045 0.499 0.003
H -1.12298 -2.07194 0.12640 1.471 2.160 0.204 0.002
H 0.27270 -1.39597 1.02697 -0.260 0.773 0.579 0.095
H -2.16025 0.07646 -0.51587 0.331 -0.121 0.236 0.000
H -1.42593 1.92600 1.07961 0.649 0.313 -0.312 0.000
H -0.72267 2.12936 -0.57817 -0.095 -0.081 0.548 0.000
```
Positions in Å, forces in eV/Å.

Results
Max |F| (Eh/bohr): 0.153
<S²>: 0.75
Multiplicity: 2
Lowest unoccupied orbital energy (spin up / spin down) (eV): -4.8310 / -4.8318
Total charge: +1
HOMO energy (spin up / spin down) (eV): -10.9 / -10.9


| no. | energy (eV) |
| --- | --- |
| 1 | -44778.928 |
| 2 | -62757.749 |
| 3 | -23435.200 |
| 4 | -26045.494 |
| 5 | -31798.715 |
| 6 | -15339.512 |
| 7 | -14406.952 |
| 8 | -20550.774 |
| 9 | -14380.681 |